{
  "formula": "C11H17N2",
  "method": "ωB97M-V with the def2-TZVPD basis set",
  "symbols": ["H", "H", "H", "N", "C", "C", "C", "C", "N", "H", "H", "H", "H", "H", "C", "H", "H", "C", "C", "C", "H", "H", "C", "C", "H", "H", "H", "H", "H", "C"],
  "positions_angstrom": [[2.770, -1.784, 0.126], [-1.829, 3.589, 0.458], [0.018, -1.706, -1.617], [-0.770, 2.456, -1.926], [-0.309, 1.453, -2.761], [-1.300, 0.541, -0.972], [0.071, -1.066, -2.490], [2.079, -0.951, 2.150], [0.693, -0.929, 1.567], [-2.733, -0.510, 1.856], [-0.063, -1.395, 2.130], [-2.061, -1.429, -0.265], [3.985, -1.151, 1.117], [-0.631, -1.642, -3.120], [-1.535, 1.952, -0.882], [3.321, -2.603, 1.615], [0.301, -0.020, 1.230], [-1.848, -0.365, -0.068], [-0.425, 0.259, -2.108], [-2.217, 0.161, 1.170], [0.708, -1.490, 0.692], [-2.088, 1.805, 2.459], [-1.850, 2.431, 0.415], [-2.090, 1.558, 1.412], [1.069, -1.059, -3.026], [0.303, 1.530, -3.665], [2.091, -1.477, 3.124], [-1.057, 3.350, -2.279], [2.361, 0.137, 2.453], [3.033, -1.642, 1.206]],
  "forces_ev_per_angstrom": [[-0.48, 0.22, 0.99], [-0.05, -2.12, 0.77], [0.85, -0.24, 0.45], [-1.55, 1.43, -0.71], [1.30, -1.09, 0.96], [0.46, -0.33, -1.49], [0.18, -1.09, -1.16], [0.56, 1.95, 1.32], [-1.25, -0.86, -0.71], [0.30, 0.36, 0.30], [0.88, 0.83, -0.33], [0.52, 0.57, -0.12], [0.36, 0.67, 0.23], [0.18, 0.56, -0.26], [2.23, -3.24, 0.69], [-0.28, -0.40, -0.12], [0.32, -0.44, 0.62], [-0.69, -0.01, 1.56], [-1.94, 1.27, 0.05], [-0.27, -0.36, -1.21], [-0.02, 0.31, 0.47], [-0.63, 0.78, 0.08], [0.47, 3.69, -2.15], [-0.21, -1.55, 1.34], [-1.07, -0.10, 0.92], [-0.50, 0.89, 0.37], [-0.48, 0.18, -0.65], [0.40, 0.46, -0.32], [-0.50, -1.83, -0.97], [0.90, -0.53, -0.91]],
  "de_lowest_kcal_mol": 41.6,
  "total_energy_ev": -14655.354,
  "total_charge": 1,
  "e_homo_ev": -11.2,
  "orbital_gap_ev": 8.2
}

---

{
  "formula": "C4H7NO",
  "method": "ωB97M-V with the def2-TZVPD basis set",
  "symbols": ["H", "C", "H", "H", "H", "N", "C", "H", "H", "H", "C", "O", "C"],
  "positions_angstrom": [[2.563, 0.901, 0.431], [-1.062, 0.696, -0.694], [-1.662, -0.682, 0.904], [2.731, -0.391, -0.775], [-1.518, 1.320, -1.464], [0.178, 0.863, -0.456], [0.819, -0.298, 0.030], [2.652, -0.839, 0.939], [-2.552, 0.789, 0.374], [-2.689, -0.750, -0.577], [-2.033, -0.130, 0.044], [0.297, -1.396, 0.074], [2.293, -0.129, 0.196]],
  "forces_ev_per_angstrom": [[0.02, -0.12, 0.03], [0.35, -0.03, -0.34], [0.01, 0.15, -0.29], [0.03, 0.09, 0.19], [0.03, 0.33, 0.16], [-0.15, -0.44, -0.83], [0.27, -0.58, -0.01], [0.11, 0.09, -0.03], [-0.98, -0.68, 0.44], [0.09, 0.33, 0.08], [-0.41, 0.63, 0.27], [0.45, 0.24, 0.17], [0.17, 0.00, 0.18]],
  "de_lowest_kcal_mol": 37.6,
  "total_energy_ev": -7798.016,
  "smiles": "C/C=N\\C(C)=O",
  "e_homo_ev": -9.6,
  "orbital_gap_ev": 9.9
}

---

{
  "formula": "C19H46ClN6O11",
  "method": "ωB97M-V with the def2-TZVPD basis set",
  "symbols": ["H", "H", "N", "H", "H", "H", "C", "H", "C", "C", "C", "H", "H", "H", "H", "N", "O", "H", "H", "H", "N", "C", "H", "C", "H", "H", "C", "C", "O", "H", "H", "O", "C", "O", "H", "H", "O", "C", "H", "C", "C", "H", "N", "H", "H", "H", "N", "H", "N", "H", "O", "H", "H", "H", "H", "H", "H", "H", "O", "O", "C", "H", "H", "H", "O", "H", "H", "Cl", "H", "H", "H", "C", "C", "H", "H", "C", "C", "O", "C", "O", "H", "H", "C"],
  "positions_angstrom": [[-3.490, -2.852, 1.841], [0.398, -3.836, -5.521], [-1.447, 0.860, -4.203], [2.561, 2.722, -0.541], [0.608, 5.233, 3.027], [0.610, 3.130, -3.322], [-0.103, 4.424, 3.193], [-0.977, 3.010, -0.560], [0.312, -2.787, -5.236], [-1.686, -3.503, 1.711], [1.142, 1.076, 4.587], [-0.922, 2.176, 5.735], [-1.961, 1.302, 4.647], [0.457, 2.213, -0.089], [-2.817, 1.645, 1.961], [-0.221, 1.570, 2.500], [0.196, -1.166, -0.551], [-0.390, -4.571, 3.318], [-1.174, 4.716, 1.524], [3.084, 2.808, 1.132], [-2.725, -3.284, 2.339], [-2.989, -3.280, -4.321], [-1.147, 3.417, -3.126], [-0.609, 2.255, 0.135], [0.493, 4.171, 1.182], [-2.220, -1.898, -2.997], [3.267, 0.918, 0.253], [3.329, 2.389, 0.157], [2.509, 0.293, -0.462], [1.998, 0.990, 3.918], [-1.444, -0.150, -4.228], [3.238, -4.539, 1.693], [-0.585, 1.297, -3.434], [-3.118, -2.529, -5.271], [-0.923, 4.990, 3.635], [-3.198, -4.731, -5.569], [4.696, -2.739, 1.685], [0.683, 3.268, 3.944], [0.646, 3.594, 4.983], [-1.273, 2.146, 4.704], [-2.872, -2.764, -2.885], [1.361, 1.549, 5.544], [2.064, -1.570, -4.060], [-1.774, 1.420, -4.977], [-0.530, -3.000, 3.365], [2.442, -1.229, -3.188], [-2.848, -4.512, -4.647], [-0.030, -1.673, -1.334], [4.206, 0.373, 1.019], [4.226, 2.954, -0.100], [2.528, -2.486, 0.826], [-3.817, -2.547, -2.388], [1.767, 3.255, 3.832], [0.683, 0.110, 4.801], [-1.769, 3.116, 4.668], [-1.152, 1.387, -0.239], [-0.329, 2.834, -4.649], [4.247, -0.617, 1.216], [-0.473, 0.139, 2.331], [4.061, -3.767, -0.393], [0.903, -2.251, -3.925], [-2.957, 2.939, 0.659], [-0.740, -2.501, -5.222], [0.367, -1.774, 0.172], [-0.058, 0.596, -2.644], [0.431, -3.700, 2.014], [4.821, 1.033, 1.473], [3.607, -3.462, 0.929], [2.169, -1.225, -5.004], [-2.364, -3.492, -2.251], [0.938, -0.578, -0.712], [-2.527, 2.637, 1.614], [-0.410, 3.976, 1.761], [-2.980, 3.243, 2.398], [-2.771, -5.155, -3.872], [0.045, 1.902, 3.923], [-0.987, 2.512, 1.595], [-1.623, -3.248, 0.492], [-0.492, -3.766, 2.590], [0.386, -2.439, -2.800], [0.628, -2.116, -6.034], [-2.802, -3.617, 3.290], [-0.389, 2.767, -3.562]],
  "forces_ev_per_angstrom": [[-0.26, -0.40, 0.26], [0.34, 0.17, 0.49], [-4.79, -2.91, -5.21], [0.03, -0.04, 0.01], [0.28, 0.05, 0.30], [-0.07, -0.31, 0.77], [2.16, -0.62, -0.79], [-0.19, 0.57, 0.66], [-0.79, 1.73, 0.23], [5.82, -0.43, -4.00], [-1.76, -1.43, -0.21], [0.06, -0.38, 0.21], [-0.18, 0.17, -0.15], [-0.02, -0.50, 0.36], [-0.87, -0.32, -0.77], [-2.28, -3.92, -0.20], [-1.40, 0.63, 1.51], [-0.60, -1.00, -0.83], [-0.17, -0.55, -1.08], [-0.26, 0.11, 0.26], [-6.44, 0.86, 3.86], [-0.28, 3.43, 0.21], [-0.08, -0.26, -0.20], [-0.34, -1.36, -0.91], [-0.18, -0.49, -0.28], [-0.29, 0.11, 0.46], [1.84, -0.31, -0.92], [-1.05, 2.12, 0.28], [-1.64, -0.71, -0.31], [0.02, -0.10, 0.28], [-0.84, -0.12, -0.50], [-1.49, -3.45, 1.45], [2.30, 4.66, 2.91], [-0.48, 2.32, -0.38], [-0.23, -0.99, 0.70], [0.33, -0.48, 0.19], [-1.20, -0.66, -1.27], [-0.84, 3.25, 0.49], [-0.16, -0.34, 0.32], [0.15, -1.39, 1.06], [0.59, -0.87, -0.45], [0.24, -0.06, -0.23], [-1.51, -0.73, -0.22], [-0.23, -0.55, 0.05], [0.32, 0.84, -0.35], [0.39, 0.54, -0.43], [0.23, -4.08, 1.26], [0.07, -0.96, -2.00], [-0.03, 0.49, 0.68], [0.47, -0.85, -0.21], [-1.18, 0.09, -0.10], [-0.07, 0.22, -0.47], [-0.08, 0.03, -1.08], [0.63, -0.45, 0.12], [0.09, -0.17, -1.06], [0.50, -0.55, -0.01], [-0.57, 0.98, -0.20], [0.18, -0.60, 0.00], [0.84, 4.93, 0.24], [-0.20, -0.54, 0.16], [-0.14, -1.06, 1.23], [0.41, -0.37, 0.04], [-0.31, -0.56, 0.24], [0.54, -0.80, 0.56], [2.74, -2.44, 3.48], [0.00, -0.03, 0.15], [0.10, -0.58, 0.12], [3.48, 5.14, -0.22], [1.02, 0.32, 0.55], [0.14, 0.04, 0.04], [1.65, 0.86, -0.24], [-0.11, -1.85, 2.10], [-0.13, 0.28, 1.88], [0.61, 0.51, 0.04], [-0.16, -0.65, -0.65], [0.50, 2.32, 0.30], [1.11, 3.54, -2.41], [0.72, -0.20, 0.59], [1.15, 0.20, 0.42], [0.28, -0.01, -1.61], [0.62, -0.42, -0.33], [-0.44, 0.35, -0.14], [1.43, 0.95, -1.10]],
  "multiplicity": 3,
  "total_energy_ev": -64414.668,
  "total_charge": 1,
  "e_homo_ev": [-10.5, -10.5],
  "orbital_gap_ev": [8.0, 2.7]
}

---

{
  "formula": "C5H10N2",
  "method": "ωB97M-V with the def2-TZVPD basis set",
  "symbols": ["H", "H", "C", "C", "H", "N", "H", "H", "H", "H", "C", "C", "N", "H", "H", "C", "H"],
  "positions_angstrom": [[3.122, 1.892, -2.871], [-0.594, 0.706, -0.809], [2.872, 1.279, -2.069], [-0.252, -0.271, 1.080], [-1.985, -0.289, 2.260], [-2.699, -0.670, 0.223], [-0.150, 0.654, 1.771], [-3.064, 0.223, 0.028], [2.131, -0.622, -0.138], [0.577, -1.033, 1.395], [-1.696, -0.840, 1.318], [1.376, -0.022, -0.600], [1.655, 0.886, -1.813], [3.700, 1.183, -1.331], [-3.519, -1.170, 0.533], [0.090, -0.006, -0.286], [-1.564, -1.901, 1.309]],
  "forces_ev_per_angstrom": [[-0.17, 0.96, -1.62], [0.73, -0.99, -0.13], [-1.98, -1.44, 3.46], [-0.14, -1.56, 2.56], [-0.23, -1.49, -0.52], [0.76, -1.29, 0.57], [0.13, -1.26, -1.39], [0.17, 1.63, 0.04], [0.58, -0.03, 0.26], [-1.71, 1.15, 0.29], [0.31, 1.91, -0.19], [-0.21, 2.61, -4.06], [2.34, -1.44, 0.61], [-0.35, -0.52, -0.43], [-0.08, -0.40, -0.11], [0.15, 2.83, -0.39], [-0.30, -0.68, 1.02]],
  "de_lowest_kcal_mol": 70.8,
  "total_energy_ev": -8324.261,
  "smiles": "C=N/C=C/CCN",
  "e_homo_ev": -8.8,
  "orbital_gap_ev": 9.7
}